Entry 1:
The following is a DFT calculation (ωB97M-V/def2-TZVPD) of C5H9N in the gas phase.

```
15
Properties=species:S:1:pos:R:3:forces:R:3:mulliken_charge:R:1
C -1.1082 0.8634 0.9699 -0.013 0.169 0.259 -0.42
C -1.6481 0.2962 -0.3067 -0.141 -0.011 -0.018 -0.77
C -0.4918 -0.3682 0.3855 -0.176 -0.145 0.069 -0.30
N 0.8411 -0.3390 -0.2018 0.146 -0.035 -0.036 0.15
C 1.8339 -0.8036 0.5577 0.145 0.284 -0.038 -0.55
C 0.9425 0.1223 -1.4578 0.139 -0.252 -0.014 -0.74
H -0.5169 1.7740 0.9133 -0.231 -0.107 -0.061 0.26
H -1.7147 0.7302 1.8580 0.271 0.067 0.078 0.25
H -2.5938 -0.2375 -0.3258 0.138 0.132 0.174 0.23
H -1.4708 0.9201 -1.1718 0.123 -0.305 -0.033 0.35
H -0.6305 -1.2793 0.9554 -0.220 -0.002 -0.320 0.49
H 1.7586 -0.8287 1.6389 -0.328 0.017 -0.266 0.28
H 2.7902 -0.9584 0.0834 -0.014 0.079 -0.025 0.24
H 0.1019 -0.0460 -2.1240 0.300 0.227 0.227 0.28
H 1.9455 0.2811 -1.8347 -0.139 -0.119 0.004 0.26
```
Positions in Å, forces in eV/Å.

## Properties
HOMO = -6.7 eV

---

Entry 2:
The following is a DFT calculation (ωB97M-V/def2-TZVPD) of C5H9N in the gas phase.

```
15
Properties=species:S:1:pos:R:3:forces:R:3:mulliken_charge:R:1
C 0.2550 1.3850 0.8190 0.225 0.498 0.009 -0.65
C 1.0336 1.6218 -0.4642 0.221 0.119 0.139 -0.60
C -0.0765 0.6240 -0.4200 -0.118 -0.117 -0.159 0.12
N 0.2492 -0.7904 -0.4926 0.205 0.227 -0.185 -0.37
C -0.8801 -1.6819 -0.6629 -0.193 -0.147 -0.247 -0.43
C -0.1661 -1.6294 0.6238 -0.004 0.104 0.365 -0.42
H 0.7632 0.8550 1.6203 -0.088 0.051 -0.180 0.31
H -0.4056 2.1824 1.1409 -0.009 -0.172 0.040 0.24
H 0.9015 2.5591 -1.0022 -0.147 -0.239 0.144 0.24
H 2.0449 1.2408 -0.5114 -0.062 -0.136 0.044 0.25
H -0.9754 0.9144 -0.9591 0.003 -0.144 0.121 0.29
H -1.8675 -1.2272 -0.6998 0.056 -0.078 0.001 0.25
H -0.7230 -2.5121 -1.3394 -0.053 0.006 -0.039 0.25
H 0.5293 -2.4156 0.9098 -0.129 0.157 -0.046 0.23
H -0.6824 -1.1258 1.4379 0.092 -0.129 -0.007 0.31
```
Positions in Å, forces in eV/Å.

## Properties
HOMO = -8.8 eV

---

Entry 3:
The following is a DFT calculation (ωB97M-V/def2-TZVPD) of C5H9N in the gas phase in a non-equilibrium geometry.

```
15
Properties=species:S:1:pos:R:3:forces:R:3:mulliken_charge:R:1
C 1.4089 -0.1067 2.5040 -2.646 -0.923 1.834 -0.45
C 1.7126 -0.1973 1.2260 -1.985 2.078 0.259 -0.46
C 0.7095 0.4615 0.3476 2.338 3.212 -0.276 -0.71
C -0.1161 -0.1340 -0.4608 0.329 -0.054 0.627 0.02
C -1.0853 0.4375 -1.3556 -2.548 3.801 -2.490 0.08
N -2.0419 -0.6133 -1.7102 0.367 -1.848 -0.656 -0.55
H 2.1300 -0.3516 3.3335 -1.140 0.338 -0.787 0.28
H 0.1624 0.0872 2.6769 3.970 -0.455 0.166 0.19
H 2.6694 -0.1963 0.8206 1.870 -0.688 -0.365 0.36
H 0.9438 1.6584 0.3198 -1.118 -2.857 -0.072 0.21
H -0.1156 -1.1950 -0.4056 0.019 -0.979 0.034 0.26
H -1.7526 1.2736 -0.8640 1.554 -1.322 -0.505 0.19
H -0.6051 1.0761 -2.2784 -0.818 -1.884 1.826 0.17
H -2.4482 -0.6759 -2.6678 0.830 0.486 1.140 0.22
H -1.5719 -1.5243 -1.4861 -1.021 1.095 -0.735 0.18
```
Positions in Å, forces in eV/Å.

## Properties
HOMO = -8.8 eV

---

Energy relative to the best compared isomer or geometry (same formula, charge and spin) (computed, kJ/mol): 333.3, 220.6, 332.9